Entry from OMol25: C30H28N3OPPtSSbSe4 as an isolated structure (wB97M-V/def2-TZVPD).

The geometry in XYZ format:
```
70
C30H28N3OPPtSSbSe4 (wB97M-V/def2-TZVPD)
Pt 0.2084 -1.1717 -1.0541
Se -2.8170 3.2594 -5.2031
Sb -0.7654 1.8966 -5.1842
Se -0.0957 -1.2552 -3.4905
Se -1.0238 0.7496 -2.7792
Se 1.1840 3.4253 -5.1708
O 0.1751 -0.7586 1.2873
P -0.5782 0.1801 2.1742
C 0.0618 1.8697 2.1080
C -0.7631 2.9871 2.0239
C -0.1983 4.2490 1.9240
C 1.1812 4.3929 1.9205
C 2.0038 3.2791 2.0162
C 1.4468 2.0155 2.1125
C -2.3431 0.3343 1.8032
C -3.3520 0.0596 2.7204
C -4.6756 0.2605 2.3596
C -4.9911 0.7444 1.0973
C -3.9863 1.0096 0.1769
C -2.6634 0.8001 0.5292
C -0.4023 -0.3881 3.8862
C -0.2977 0.4848 4.9641
C -0.0516 -0.0158 6.2338
C 0.0837 -1.3825 6.4293
C -0.0311 -2.2561 5.3564
C -0.2706 -1.7601 4.0854
H -1.8389 2.8689 2.0222
H -0.8342 5.1204 1.8397
H 1.6182 5.3800 1.8401
H 3.0789 3.4013 2.0093
H 2.0745 1.1350 2.1620
H -3.0996 -0.3059 3.7092
H -5.4674 0.0372 3.0644
H -6.0269 0.9092 0.8273
H -4.2298 1.3692 -0.8148
H -1.8671 0.9969 -0.1824
H -0.3970 1.5517 4.8035
H 0.0469 0.6615 7.0725
H 0.2854 -1.7699 7.4197
H 0.0823 -3.3214 5.5102
H -0.3357 -2.4224 3.2320
N 2.9441 1.9155 -2.7137
C 2.6997 0.6938 -2.2501
S 2.0178 0.5020 -0.7002
N 3.0352 -0.4065 -2.9388
C 3.7213 -0.5995 -4.1407
C 4.5243 0.3619 -4.7516
C 5.1993 0.0527 -5.9231
C 5.1028 -1.2062 -6.4926
C 4.3179 -2.1706 -5.8747
C 3.6302 -1.8698 -4.7147
H 2.5077 2.6508 -2.1808
H 2.9144 2.0998 -3.7175
H 2.6225 -1.2401 -2.5408
H 4.6522 1.3410 -4.3172
H 5.8103 0.8140 -6.3907
H 5.6330 -1.4351 -7.4079
H 4.2365 -3.1635 -6.2982
H 3.0019 -2.6157 -4.2425
C -3.6319 -3.3520 0.6356
C -2.4102 -3.5407 1.2628
C -1.2465 -3.2629 0.5721
N -1.2333 -2.7736 -0.6776
C -2.4193 -2.5895 -1.2744
C -3.6272 -2.8677 -0.6647
H -4.5616 -3.5917 1.1341
H -2.3637 -3.9394 2.2688
H -0.2765 -3.4655 1.0061
H -2.3784 -2.2362 -2.2996
H -4.5508 -2.7266 -1.2088
```

The calculation puts the LUMO energy (alpha / beta) at 1.97 / 1.25 eV. The net charge is -1. The calculation puts the HOMO energy (alpha / beta) at -2.93 / -3.62 eV. The calculation puts the HOMO-LUMO gap (alpha / beta) at 4.90 / 4.87 eV. The total energy comes out at -329380.589 eV. Its spin multiplicity is 3.

Results of the Löwdin charge analysis, in e, for atoms 1 through 6: Pt 0.253; Se -0.282; Sb 0.038; Se -0.057; Se -0.157; Se -0.291